(1)
# C12H11FNO10S

3 unconnected molecules or ions with the total composition C12H11FNO10S (ωB97M-V/def2-TZVPD, OMol25).

Gap between HOMO and LUMO, eV: 7.080
Multiplicity: 1
Net charge: +1
Highest occupied orbital energy, eV: -11.8
Electronic energy, a.u.: -1768.7559

```
36
C12H11FNO10S ωB97M-V/def2-TZVPD
N 2.47 2.28 -1.52
S 0.71 2.41 -1.54
O 0.20 1.62 -0.52
O 0.37 1.98 -2.81
F 0.33 3.86 -1.37
H 2.87 2.27 -0.57
H 2.69 1.38 -2.00
H 2.92 3.04 -2.07
C 1.75 -2.88 -3.57
C 1.14 -4.03 -3.91
C -0.29 -4.30 -3.52
O -0.79 -5.35 -3.87
C -0.99 -3.29 -2.74
C -0.38 -2.15 -2.41
C 1.03 -1.87 -2.81
O 1.54 -0.80 -2.49
O -1.00 -1.21 -1.69
O 1.75 -4.97 -4.59
H 2.77 -2.67 -3.84
H -2.01 -3.51 -2.45
H -0.35 -0.49 -1.58
H 1.10 -5.69 -4.71
C 0.07 2.12 4.40
C -0.75 1.68 5.36
C -2.16 1.25 5.06
O -2.86 0.84 5.96
C -2.62 1.36 3.68
C -1.80 1.80 2.72
C -0.38 2.20 3.03
O 0.33 2.58 2.11
O -2.18 1.92 1.45
O -0.38 1.59 6.63
H 1.09 2.42 4.61
H -3.64 1.07 3.47
H -1.40 2.26 0.97
H -1.15 1.24 7.12
```

Löwdin population analysis, charges in e, atoms 1 to 4: number 1, N, carries 0.18; number 2, S, carries 0.60; number 3, O, carries -0.16; number 4, O, carries -0.15



(2)
# C12H11FeN2O7S

A molecular structure, C12H11FeN2O7S (ωB97M-V/def2-TZVPD, OMol25).

Gap between HOMO and LUMO (alpha / beta), eV: 8.196 / 8.042
Multiplicity: 5
Energy above the lowest of the compared OMol25 structures with the same formula, charge and spin, kcal/mol: 9.5
Net charge: -1
<S²>: 6.01
Highest occupied orbital energy (alpha / beta), eV: -5.6 / -5.5
Electronic energy, a.u.: -2762.1519

```
34
C12H11FeN2O7S ωB97M-V/def2-TZVPD
Fe -1.03 0.58 -0.34
O -1.86 1.65 3.79
C -1.52 1.12 2.75
O -1.16 1.68 1.68
C -1.47 -0.43 2.71
C -1.88 -1.20 3.79
C -1.76 -2.57 3.71
C -1.22 -3.13 2.56
C -0.84 -2.28 1.53
N -0.97 -0.96 1.60
H -2.30 -0.70 4.66
H -2.07 -3.21 4.53
H -1.10 -4.20 2.45
H -0.41 -2.65 0.61
O -1.92 -0.08 -3.62
S -2.65 0.09 -2.37
O -4.08 -0.05 -2.52
O -2.28 1.44 -1.77
O -2.10 -0.91 -1.36
O 1.44 0.71 1.15
C 2.45 1.27 0.36
C 2.25 1.09 -1.13
C 3.32 1.27 -2.00
C 3.11 1.11 -3.36
C 1.83 0.78 -3.80
C 0.82 0.61 -2.86
N 1.03 0.77 -1.55
H 0.70 1.33 1.29
H 3.39 0.76 0.64
H 2.59 2.34 0.56
H 4.30 1.53 -1.62
H 3.92 1.23 -4.06
H 1.61 0.66 -4.84
H -0.19 0.35 -3.17
```

Löwdin population analysis, charges in e, atoms 1 to 4: number 1, Fe, carries 0.92; number 2, O, carries 0.03; number 3, C, carries -0.62; number 4, O, carries -0.10



(3)
# C12H11N2

A gas-phase ion, C12H11N2 (charge +1) (ωB97M-V/def2-TZVPD, OMol25).

Gap between HOMO and LUMO, eV: 8.709
Multiplicity: 1
Energy above the lowest of the compared OMol25 structures with the same formula, charge and spin, kcal/mol: 1.9
SMILES string: c1ccc2c(c1)-[n+]1cccn1C21CC1
Net charge: +1
Highest occupied orbital energy, eV: -12.5
Electronic energy, a.u.: -573.0424

```
25
C12H11N2 ωB97M-V/def2-TZVPD
C 2.96 1.63 0.18
C 3.16 0.29 -0.08
C 2.11 -0.67 0.05
C 0.84 -0.15 0.07
C 0.67 1.29 -0.04
C 1.69 2.19 0.17
N -0.73 1.47 -0.08
C -1.66 2.39 -0.15
C -2.89 1.79 -0.02
C -2.69 0.43 0.06
N -1.40 0.19 0.11
C -0.52 -0.83 0.11
C -0.82 -2.08 -0.72
C -0.61 -2.21 0.72
H 3.68 2.39 0.32
H 4.18 -0.20 -0.11
H 2.22 -1.67 0.05
H 1.37 3.16 0.31
H -1.60 3.47 -0.30
H -3.81 2.23 -0.02
H -3.52 -0.26 0.09
H 0.00 -2.51 -1.43
H -1.76 -1.99 -1.12
H -1.51 -2.37 1.37
H 0.22 -2.79 1.08
```

Löwdin population analysis, charges in e, atoms 1 to 4: number 1, C, carries -0.05; number 2, C, carries -0.03; number 3, C, carries 0.01; number 4, C, carries -0.03



(4)
# C12H11N2O

2 unconnected molecules or ions with the total composition C12H11N2O (ωB97M-V/def2-TZVPD, OMol25).

Gap between HOMO and LUMO (alpha / beta), eV: 7.759 / 7.760
Multiplicity: 1
Energy above the lowest of the compared OMol25 structures with the same formula, charge and spin, kcal/mol: 84.0
Net charge: +1
Highest occupied orbital energy (alpha / beta), eV: -13.1 / -13.1
Electronic energy, a.u.: -648.1819

```
26
C12H11N2O ωB97M-V/def2-TZVPD
C 2.78 1.28 0.64
C 1.68 1.59 1.41
C 0.43 -2.63 -0.94
C 2.81 0.09 -0.04
C 1.60 -1.90 -0.98
C 0.51 0.78 1.42
C -0.66 -2.29 -0.11
C 1.70 -0.72 -0.14
C 0.47 -0.39 0.59
C -2.49 1.31 -2.26
C -1.47 1.32 -1.62
C -1.83 -0.36 0.76
N -2.90 -1.01 0.92
N -0.68 -1.08 0.42
O -4.05 -0.41 1.07
H 3.65 1.98 0.58
H 1.80 2.57 1.89
H 0.31 -3.50 -1.60
H 3.73 0.01 -0.56
H 2.30 -2.18 -1.79
H -0.25 0.80 2.18
H -1.54 -2.84 0.17
H -3.38 1.53 -2.84
H -4.14 0.48 0.71
H -0.56 1.06 -1.08
H -1.81 0.64 0.58
```

Löwdin population analysis, charges in e, atoms 1 to 4: number 1, C, carries -0.06; number 2, C, carries -0.01; number 3, C, carries 0.00; number 4, C, carries -0.02



(5)
# C12H11N2O2PtSSe2Te2

A molecular structure, C12H11N2O2PtSSe2Te2 (ωB97M-V/def2-TZVPD, OMol25).

Gap between HOMO and LUMO (alpha / beta), eV: 5.730 / 5.726
Multiplicity: 1
Net charge: -1
Highest occupied orbital energy (alpha / beta), eV: -3.7 / -3.7
Electronic energy, a.u.: -6580.3954

```
33
C12H11N2O2PtSSe2Te2 ωB97M-V/def2-TZVPD
Pt 2.37 -1.41 -1.34
Se 4.28 -2.90 -1.52
Te 4.82 -0.48 -1.62
Te 4.59 0.07 1.02
Se 2.41 -1.20 1.24
C -2.69 -1.98 3.52
C -2.18 -1.72 2.13
C -1.34 -2.62 1.49
C -0.83 -2.37 0.22
C -1.18 -1.19 -0.42
C -2.02 -0.28 0.19
C -2.52 -0.54 1.46
S -0.43 -0.79 -1.98
O 0.08 -2.04 -2.52
O -1.42 -0.07 -2.74
N 0.87 0.05 -1.58
C 0.97 1.42 -1.44
C -0.09 2.33 -1.63
C 0.15 3.67 -1.43
C 1.41 4.11 -1.05
C 2.39 3.14 -0.90
N 2.19 1.84 -1.09
H -2.46 -3.00 3.83
H -3.77 -1.85 3.58
H -2.23 -1.30 4.24
H -1.05 -3.54 2.00
H -0.16 -3.07 -0.26
H -2.29 0.64 -0.31
H -3.17 0.17 1.94
H -1.06 1.98 -1.95
H -0.66 4.38 -1.57
H 1.63 5.15 -0.88
H 3.40 3.42 -0.61
```

Löwdin population analysis, charges in e, atoms 1 to 4: number 1, Pt, carries 0.13; number 2, Se, carries -0.21; number 3, Te, carries 0.17; number 4, Te, carries 0.09



(6)
# C12H11NO4Pt

A molecular structure, C12H11NO4Pt (ωB97M-V/def2-TZVPD, OMol25).

Gap between HOMO and LUMO (alpha / beta), eV: 6.919 / 6.265
Multiplicity: 3
Energy above the lowest of the compared OMol25 structures with the same formula, charge and spin, kcal/mol: 32.2
Net charge: +2
<S²>: 2.02
Highest occupied orbital energy (alpha / beta), eV: -14.8 / -16.8
Electronic energy, a.u.: -938.1351

```
29
C12H11NO4Pt ωB97M-V/def2-TZVPD
Pt -0.67 0.48 -0.69
C 1.06 -0.26 -0.08
O 2.05 -0.71 0.32
C 0.28 1.23 -2.34
O 0.78 1.67 -3.27
C -0.45 2.15 0.42
O -0.32 2.99 1.19
C -1.24 -1.24 -1.52
O -1.57 -2.30 -1.81
C -2.84 0.79 -0.34
H -3.41 -0.14 -0.39
H -3.04 1.45 0.51
C -2.39 1.39 -1.56
H -2.28 2.47 -1.60
H -2.64 0.90 -2.50
C -0.60 -3.07 5.53
C -0.64 -2.29 4.24
C -0.77 -2.95 3.02
C -0.78 -2.21 1.83
N -0.70 -0.87 1.82
C -0.57 -0.23 2.99
C -0.53 -0.90 4.22
H -1.54 -3.61 5.69
H 0.21 -3.81 5.53
H -0.45 -2.40 6.38
H -0.85 -4.03 2.95
H -0.86 -2.71 0.87
H -0.48 0.86 2.95
H -0.41 -0.31 5.13
```

Löwdin population analysis, charges in e, atoms 1 to 4: number 1, Pt, carries 1.15; number 2, C, carries -0.18; number 3, O, carries 0.24; number 4, C, carries -0.09